# C2H6N2

A molecular structure, C2H6N2 in a non-equilibrium geometry (ωB97M-V/def2-TZVPD, the OMol25 dataset).

As for the total charge: 0. The frontier orbital gap comes out at 9.4 eV. The value obtained for the energy above the lowest of the compared OMol25 structures with the same formula, charge and spin is 435.18 kJ/mol. The energy comes out at -5147.4094 eV. For the LUMO energy, the calculation gives 1.09 eV.

Last column: natural (NBO) charge in e.
Atoms and positions in Å:
C1 -1.030 0.827 0.940  -0.416
C2 1.401 -0.737 -1.116  -0.189
H1 -1.271 0.238 2.232  0.178
H2 -2.082 1.278 0.466  0.199
H3 -0.119 1.721 1.101  0.236
H4 -0.702 -1.142 -0.023  0.365
H5 1.155 -1.778 -1.167  0.158
H6 2.253 -0.572 -1.848  0.177
N1 -0.350 -0.128 0.084  -0.518
N2 0.746 0.292 -0.669  -0.191